88
Properties=species:S:1:pos:R:3 method="wB97M-V/def2-TZVPD" total_energy_ev=-67437.83016 smiles="NC(N)=O.NC(N)=O.NC(N)=O.NC(N)=O.NC(N)=O.NC(N)=O.NC(N)=O.NC(N)=O.NC(N)=O.NC(N)=O.NC(N)=O" charge=0 homo_energy_ev=-8.952 e_lumo_ev=-0.2 homo_lumo_gap_ev=8.730 max_force_ev_per_a=2.4
N -5.1140 0.8182 -2.2943
C -3.9988 0.0104 -2.4138
N -4.2139 -1.3310 -2.2951
O -2.8856 0.4767 -2.6058
H -4.8059 1.7160 -1.9539
H -5.9516 0.4077 -1.9226
H -5.1372 -1.7203 -2.3364
H -3.4406 -1.9668 -2.2168
N -0.8354 -3.1074 -5.3394
C -1.6555 -2.0271 -5.0721
N -1.2589 -1.4405 -3.9224
O -2.4323 -1.5889 -5.9060
H -0.3217 -3.6353 -4.6575
H -1.1606 -3.5935 -6.1603
H -1.6780 -0.6064 -3.5177
H -0.3668 -1.7883 -3.6118
N 4.2728 2.2463 -2.0342
C 4.1451 2.5991 -0.7170
N 3.3580 3.6772 -0.4646
O 4.6914 1.9294 0.1587
H 3.8474 2.7473 -2.7922
H 5.0529 1.6502 -2.2470
H 3.2201 3.7717 0.5345
H 2.9383 4.1575 -1.2340
N -5.9232 2.4991 3.6981
C -5.0184 1.4862 3.6072
N -4.1039 1.5389 2.6135
O -5.0760 0.5102 4.3748
H -6.6437 2.2624 4.3567
H -5.9042 3.2765 3.0691
H -3.9875 2.3478 2.0279
H -3.3536 0.8730 2.6988
N 0.1107 -3.2553 0.5117
C -0.8254 -3.9963 -0.1492
N -0.8701 -3.6030 -1.4559
O -1.6276 -4.7030 0.4568
H 0.5520 -2.5081 -0.0059
H 0.1402 -3.1909 1.5096
H -1.6348 -3.9494 -2.0036
H -0.1535 -2.9938 -1.8037
N -0.5576 2.3082 2.7873
C -0.9725 3.0768 1.7194
N 0.1167 3.5716 1.0545
O -2.1057 3.1122 1.2704
H 0.4208 2.3460 3.0168
H -1.2392 1.8255 3.3559
H 1.0103 3.6208 1.5231
H 0.0605 4.0732 0.1888
N -1.4607 -2.3601 2.7714
C -2.1497 -1.2408 3.1338
N -3.5045 -1.3094 3.0531
O -1.6201 -0.1508 3.4098
H -0.4659 -2.2513 2.8436
H -1.9398 -3.0943 2.2828
H -3.9455 -2.1125 2.6363
H -4.1584 -0.6187 3.4812
N -1.1241 -0.1955 0.5180
C 0.0652 -0.1195 -0.1234
N 0.9287 0.7954 0.3460
O 0.3448 -0.8948 -1.0573
H -1.2770 0.2603 1.4018
H -1.8401 -0.6741 0.0010
H 1.8798 0.8675 0.0343
H 0.7307 1.2726 1.2074
N 2.2459 -0.2411 -3.0951
C 2.3345 -1.3328 -3.9063
N 3.1369 -1.1183 -5.0055
O 1.8075 -2.4241 -3.7571
H 1.7428 -0.2795 -2.2076
H 2.5913 0.6628 -3.3620
H 3.0782 -1.9200 -5.6114
H 3.5789 -0.2633 -5.2722
N 5.0814 -1.2041 1.1905
C 3.8547 -1.7480 0.8552
N 3.3728 -1.3694 -0.3508
O 3.3111 -2.5383 1.6150
H 5.3806 -0.4628 0.5813
H 5.4525 -1.3318 2.1096
H 3.8330 -0.8049 -1.0372
H 2.5062 -1.8372 -0.5617
N 4.3438 1.8100 2.8634
C 3.1788 2.3865 3.2537
N 2.8095 1.9896 4.5091
O 2.4633 3.0505 2.4995
H 4.4882 1.9162 1.8487
H 4.9636 1.2825 3.4434
H 1.8637 2.0370 4.8473
H 3.4331 1.6357 5.2105


19
Properties=species:S:1:pos:R:3 method="wB97M-V/def2-TZVPD" total_energy_ev=-7894.79894 smiles=CCOCC.N charge=0 homo_energy_ev=-9.272 e_lumo_ev=1.0 homo_lumo_gap_ev=10.267 max_force_ev_per_a=2.8
C -0.6493 -1.2337 2.7696
C -1.0876 -0.5309 1.3704
O -0.5801 0.8165 1.3292
C -0.7016 1.9066 0.3557
C 0.4817 1.6752 -0.6736
H 0.3918 -1.5515 2.6226
H -0.7373 -0.5030 3.6062
H -1.1606 -2.2212 2.8248
H -2.1779 -0.4777 1.2096
H -0.7675 -1.1509 0.4812
H -0.6458 2.8936 0.9532
H -1.6523 1.9733 -0.1083
H 0.6340 2.4959 -1.4149
H 0.2099 0.8663 -1.3260
H 1.3673 1.6168 -0.0734
N 1.8374 -1.5595 -3.1564
H 0.8679 -1.9385 -3.3632
H 1.9518 -0.8074 -3.8705
H 2.4183 -2.2699 -3.5363


108
Properties=species:S:1:pos:R:3 method="wB97M-V/def2-TZVPD" total_energy_ev=-112542.68375 charge=+1 spin_multiplicity=4 homo_energy_ev="-9.910 / -10.441" e_lumo_ev="-2.6 / -4.2" homo_lumo_gap_ev="7.319 / 6.262" max_force_ev_per_a=1.2
Tc 0.7303 0.0663 -0.4625
C -2.7763 1.4746 -1.5485
Si -1.0587 1.7965 -0.7842
C -0.3252 3.0723 -1.9904
C -1.1129 3.8867 -2.8016
C -0.5453 4.6775 -3.7899
C 0.8279 4.6676 -3.9782
C 1.6352 3.8918 -3.1590
C 1.0628 3.0970 -2.1715
P 2.0655 2.1224 -0.9942
C 3.7073 2.1123 -1.8313
C 4.7074 3.0534 -1.5809
C 5.8824 3.0488 -2.3183
C 6.0731 2.1289 -3.3361
C 5.0660 1.2238 -3.6305
C 3.8991 1.2176 -2.8847
C 2.3078 3.3463 0.3508
C 3.4629 3.3059 1.1370
C 3.6629 4.2384 2.1422
C 2.6833 5.1789 2.4238
C 1.5207 5.2062 1.6711
C 1.3422 4.3118 0.6256
C -1.4464 2.4586 0.9734
C -2.2510 3.5868 1.1375
C -2.5390 4.0887 2.3968
C -2.0434 3.4504 3.5261
C -1.2672 2.3121 3.3918
C -0.9627 1.8166 2.1235
P 0.0837 0.3255 1.9466
C 1.2396 0.4408 3.3573
C 2.3647 1.2370 3.2036
C 3.2366 1.4507 4.2572
C 2.9929 0.8491 5.4822
C 1.8818 0.0338 5.6398
C 1.0025 -0.1713 4.5874
C -0.9162 -1.0629 2.6102
C -0.3601 -2.3399 2.5208
C -1.0758 -3.4407 2.9596
C -2.3452 -3.2755 3.5011
C -2.8845 -2.0050 3.6254
C -2.1733 -0.9000 3.1814
H -3.3198 2.4216 -1.5803
H -3.3873 0.7805 -0.9755
H -2.6970 1.0955 -2.5692
H -2.1880 3.8979 -2.6722
H -1.1768 5.2907 -4.4198
H 1.2770 5.2650 -4.7607
H 2.7069 3.9101 -3.3034
H 4.5750 3.8257 -0.8416
H 6.6462 3.7834 -2.0988
H 6.9924 2.1336 -3.9071
H 5.1810 0.5225 -4.4467
H 3.1158 0.5275 -3.1518
H 4.2095 2.5401 0.9656
H 4.5862 4.2248 2.7076
H 2.8277 5.8867 3.2296
H 0.7518 5.9387 1.8809
H 0.4535 4.3798 0.0150
H -2.6496 4.0873 0.2607
H -3.1505 4.9761 2.4998
H -2.2617 3.8418 4.5113
H -0.8893 1.8087 4.2732
H 2.5415 1.6899 2.2448
H 4.1019 2.0850 4.1183
H 3.6653 1.0154 6.3137
H 1.6958 -0.4493 6.5902
H 0.1371 -0.8021 4.7385
H 0.6298 -2.4596 2.0932
H -0.6509 -4.4334 2.8796
H -2.9082 -4.1378 3.8336
H -3.8699 -1.8709 4.0525
H -2.6060 0.0903 3.2663
S 2.6573 -1.1230 0.3328
C 3.1398 -2.0169 -1.0964
C 4.1768 -2.9448 -0.9594
C 4.6456 -3.6459 -2.0523
C 4.0899 -3.4287 -3.3099
C 3.0606 -2.5210 -3.4605
C 2.5658 -1.8153 -2.3603
S 1.2395 -0.6939 -2.6313
H 4.6048 -3.0943 0.0237
H 5.4526 -4.3558 -1.9281
H 4.4613 -3.9718 -4.1687
H 2.6237 -2.3359 -4.4344
N -4.0678 -5.1926 -2.1249
C -5.3227 -5.7495 -2.0553
C -5.9746 -6.7102 -2.8219
C -7.2731 -7.0054 -2.4645
C -7.9081 -6.3691 -1.3849
C -7.2665 -5.4093 -0.6340
C -5.9528 -5.0875 -0.9825
N -5.1008 -4.1495 -0.4485
C -3.9961 -4.2383 -1.1435
C -2.8615 -3.3492 -0.9185
C -1.5338 -3.6390 -1.2166
C -0.5632 -2.6904 -0.9798
N -0.8126 -1.4712 -0.4813
C -2.0924 -1.2133 -0.1563
C -3.1210 -2.1014 -0.3479
H -3.3600 -5.4034 -2.8060
H -5.4943 -7.1953 -3.6617
H -7.8217 -7.7461 -3.0310
H -8.9272 -6.6449 -1.1488
H -7.7504 -4.9077 0.1930
H -1.2402 -4.6025 -1.6114
H 0.4741 -2.9255 -1.1776
H -2.3113 -0.2469 0.2640
H -4.1348 -1.8498 -0.0732


9
Properties=species:S:1:pos:R:3 method="wB97M-V/def2-TZVPD" total_energy_ev=-16057.17836 smiles="C1=CSCO1" charge=0 homo_energy_ev=-8.003 e_lumo_ev=0.9 homo_lumo_gap_ev=8.933 max_force_ev_per_a=2.3
C -0.9156 -0.1969 0.6020
C 0.2588 -0.2188 1.2523
S 1.5487 -0.3953 0.0557
C 0.3688 0.2447 -1.1787
O -0.8869 -0.2031 -0.7439
H -1.9652 -0.1777 1.0213
H 0.4334 -0.2282 2.2969
H 0.6949 -0.1781 -2.1336
H 0.4631 1.3533 -1.1719